Computed, not measured: a structure of composition C35H35NaO3P2S3 at a distorted geometry, with wB97M-V/def2-TZVPD.

Gap between HOMO and LUMO in eV: 5.37
Total charge: -2
Energy relative to the best compared isomer or geometry (same formula, charge and spin) in kcal per mole: 22.8
DFT total energy in eV: -98509.8408

Geometry as XYZ:
```
79
Properties=species:S:1:pos:R:3:lowdin_charge:R:1
Na 1.209 -1.391 1.528 0.155
S -1.363 0.495 2.747 0.248
P -0.724 0.978 0.942 0.311
C -0.231 -0.367 0.023 -0.533
P 0.781 -0.235 -1.339 0.316
S 1.816 -1.881 -1.709 0.263
C 1.983 1.148 -1.491 -0.334
C 1.703 2.381 -2.073 -0.105
C 2.681 3.361 -2.159 -0.103
C 3.956 3.122 -1.669 -0.116
C 4.244 1.898 -1.082 -0.096
C 3.263 0.925 -0.985 -0.116
C -0.100 -0.072 -2.968 -0.362
C 0.532 0.280 -4.160 -0.110
C -0.146 0.206 -5.367 -0.110
C -1.466 -0.226 -5.407 -0.126
C -2.104 -0.580 -4.226 -0.101
C -1.424 -0.502 -3.019 -0.106
C 0.457 2.358 1.286 -0.325
C 0.252 3.711 1.036 -0.083
C 1.187 4.650 1.453 -0.110
C 2.342 4.255 2.109 -0.118
C 2.558 2.905 2.357 -0.088
C 1.620 1.974 1.951 -0.105
C -2.102 1.964 0.156 -0.337
C -3.232 2.351 0.874 -0.125
C -4.308 2.956 0.237 -0.109
C -4.279 3.181 -1.132 -0.123
C -3.155 2.811 -1.858 -0.096
C -2.085 2.206 -1.216 -0.096
H 0.724 2.579 -2.493 0.094
H 2.442 4.319 -2.608 0.092
H 4.720 3.889 -1.737 0.086
H 5.237 1.696 -0.697 0.094
H 3.486 -0.044 -0.551 0.069
H 1.569 0.595 -4.141 0.102
H 0.362 0.479 -6.286 0.087
H -1.984 -0.302 -6.357 0.083
H -3.137 -0.912 -4.246 0.092
H -1.905 -0.766 -2.081 0.086
H -0.643 4.040 0.522 0.096
H 1.010 5.703 1.256 0.088
H 3.075 4.993 2.416 0.085
H 3.454 2.576 2.870 0.096
H 1.757 0.918 2.153 0.088
H -3.252 2.167 1.940 0.045
H -5.186 3.237 0.811 0.088
H -5.131 3.630 -1.631 0.084
H -3.123 2.965 -2.931 0.095
H -1.219 1.896 -1.782 0.069
C -0.916 -3.936 3.776 -0.044
C -1.314 -3.726 2.339 -0.267
C -2.358 -2.873 2.007 -0.049
C -2.740 -2.682 0.683 -0.282
C -3.798 -1.673 0.341 -0.053
C -2.084 -3.391 -0.312 -0.032
C -1.023 -4.237 -0.013 -0.274
C -0.282 -4.942 -1.116 -0.069
C -0.639 -4.387 1.314 -0.019
H -0.023 -3.352 4.007 0.056
H -0.690 -4.987 3.970 0.073
H -1.712 -3.615 4.449 0.071
H -2.861 -2.315 2.788 0.095
H -3.344 -0.678 0.331 0.056
H -4.595 -1.663 1.087 0.072
H -4.229 -1.862 -0.644 0.069
H -2.374 -3.255 -1.350 0.109
H -0.947 -5.176 -1.950 0.068
H 0.173 -5.869 -0.761 0.067
H 0.509 -4.285 -1.486 0.008
H 0.193 -5.042 1.559 0.120
C 4.276 -1.322 4.133 -0.144
S 2.993 -2.315 3.324 0.374
O 1.715 -1.809 3.822 -0.370
O 3.277 -3.688 3.696 -0.359
O 3.136 -2.021 1.897 -0.395
H 4.511 -1.793 5.085 0.046
H 3.882 -0.319 4.282 0.046
H 5.143 -1.308 3.476 0.049
```

Computed, not measured: a cluster of 2 separate species, C35H36BF3O5 in total at a distorted geometry, with wB97M-V/def2-TZVPD.

Gap between HOMO and LUMO in eV: 1.67
Energy relative to the best compared isomer or geometry (same formula, charge and spin) in kcal per mole: 0.0
DFT total energy in eV: -55942.6873

Geometry as XYZ:
```
80
Properties=species:S:1:pos:R:3:lowdin_charge:R:1
C -5.105 5.671 -2.554 -0.036
C -4.548 4.818 -1.524 -0.348
C -4.708 4.693 -0.169 -0.045
C -4.035 3.497 0.223 -0.023
C -3.529 2.912 -0.930 -0.105
B -3.570 1.333 -1.463 -0.893
C -1.973 1.592 -1.559 -0.080
C -1.092 1.143 -0.563 -0.029
C 0.286 1.321 -0.707 -0.043
C 0.772 1.900 -1.878 -0.183
C 2.233 2.136 -2.082 -0.522
F 2.730 1.469 -3.177 0.093
F 2.554 3.458 -2.235 0.110
F 2.967 1.712 -1.008 0.052
C -0.069 2.231 -2.933 -0.025
C -1.438 2.038 -2.785 -0.013
O -4.133 0.526 -0.449 0.082
C -4.885 -0.460 -1.179 -0.462
C -3.952 -1.651 -1.412 -0.019
C -6.036 -0.910 -0.306 -0.025
C -5.284 0.297 -2.552 -0.456
C -5.331 -0.569 -3.803 -0.022
C -6.620 1.021 -2.422 -0.022
O -4.229 1.258 -2.716 0.086
O -3.782 3.777 -1.971 0.049
H -5.624 6.520 -2.101 0.081
H -4.282 6.018 -3.186 0.084
H -5.839 5.158 -3.203 0.088
H -5.241 5.354 0.507 0.096
H -3.983 3.081 1.228 0.104
H -1.472 0.695 0.357 0.110
H 0.971 1.048 0.092 0.086
H 0.346 2.666 -3.840 0.117
H -2.078 2.283 -3.629 0.118
H -4.545 -2.547 -1.641 0.081
H -3.238 -1.462 -2.228 0.091
H -3.388 -1.828 -0.487 0.092
H -6.549 -1.757 -0.776 0.086
H -5.624 -1.231 0.654 0.089
H -6.756 -0.109 -0.123 0.077
H -6.084 -1.360 -3.689 0.087
H -5.608 0.056 -4.659 0.088
H -4.355 -1.016 -4.016 0.079
H -7.434 0.280 -2.443 0.085
H -6.674 1.600 -1.489 0.096
H -6.765 1.713 -3.263 0.091
C 2.510 -5.205 6.680 -0.106
C 1.839 -3.885 6.262 -0.087
C 2.591 -3.488 5.025 -0.131
C 3.695 -4.372 4.936 -0.193
O 3.742 -5.339 5.897 0.012
C 4.558 -4.359 3.830 0.032
C 4.234 -3.506 2.798 -0.020
C 3.271 -2.443 2.933 -0.191
C 3.295 -1.361 1.985 0.133
C 4.555 -0.969 1.415 -0.171
C 4.666 -0.238 0.196 0.081
C 5.893 -0.063 -0.428 -0.108
C 7.060 -0.627 0.148 -0.181
O 8.206 -0.429 -0.564 0.021
C 7.844 0.385 -1.731 -0.098
C 6.320 0.614 -1.697 -0.075
C 7.008 -1.264 1.394 0.030
C 5.803 -1.321 2.042 -0.013
C 2.370 -2.532 4.039 0.068
H 2.795 -5.226 7.737 0.129
H 1.867 -6.066 6.444 0.132
H 0.765 -4.022 6.110 0.130
H 1.993 -3.134 7.047 0.129
H 5.386 -5.059 3.793 0.131
H 4.801 -3.603 1.881 0.127
H 2.376 -0.829 1.729 0.140
H 3.777 0.152 -0.265 0.106
H 8.404 1.328 -1.658 0.131
H 8.164 -0.168 -2.624 0.129
H 5.845 0.158 -2.575 0.133
H 6.106 1.691 -1.704 0.134
H 7.934 -1.658 1.815 0.134
H 5.786 -1.701 3.059 0.124
H 1.538 -1.833 4.145 0.138
```

Computed, not measured: a structure of composition C35H36ClIrN4O2PS at a distorted geometry, with wB97M-V/def2-TZVPD.

Gap between HOMO and LUMO in eV: 8.20
Total charge: +1
Energy relative to the best compared isomer or geometry (same formula, charge and spin) in kcal per mole: 6.5
DFT total energy in eV: -82418.4412

Geometry as XYZ:
```
81
Properties=species:S:1:pos:R:3:lowdin_charge:R:1
Ir 0.562 0.866 -0.151 0.988
C 1.861 -2.945 -1.746 -0.054
C 0.943 -3.688 -0.825 -0.258
C 1.132 -5.063 -0.709 -0.041
C 0.292 -5.850 0.057 -0.060
C -0.763 -5.254 0.723 -0.061
C -0.948 -3.885 0.642 -0.080
C -0.100 -3.069 -0.116 -0.257
P -0.524 -1.248 -0.217 1.023
C -1.486 -1.203 1.366 -0.436
C -0.649 -1.410 2.468 -0.182
C -1.138 -1.448 3.759 -0.071
C -2.499 -1.285 3.967 -0.061
C -3.334 -1.082 2.882 -0.040
C -2.858 -1.033 1.570 -0.288
C -3.851 -0.772 0.470 -0.024
C -1.603 -1.064 -1.644 -0.343
C -2.304 -2.115 -2.237 -0.083
C -3.191 -1.855 -3.263 -0.070
C -3.371 -0.542 -3.692 -0.059
C -2.643 0.490 -3.126 -0.038
C -1.724 0.247 -2.103 -0.308
C -0.886 1.372 -1.537 -0.285
H 2.713 -3.562 -2.027 0.092
H 2.240 -2.037 -1.284 0.029
H 1.340 -2.676 -2.667 0.084
H 1.953 -5.522 -1.247 0.114
H 0.455 -6.918 0.125 0.112
H -1.445 -5.847 1.318 0.112
H -1.776 -3.459 1.187 0.104
H 0.412 -1.572 2.305 0.099
H -0.465 -1.611 4.592 0.110
H -2.909 -1.311 4.968 0.110
H -4.397 -0.954 3.047 0.114
H -4.842 -0.618 0.894 0.083
H -3.915 -1.598 -0.237 0.079
H -3.585 0.120 -0.102 0.077
H -2.168 -3.127 -1.873 0.110
H -3.748 -2.661 -3.721 0.109
H -4.073 -0.329 -4.488 0.110
H -2.766 1.502 -3.496 0.118
H -1.557 2.154 -1.172 0.035
H -0.368 1.832 -2.389 0.070
O 2.791 4.180 -0.909 0.091
C 2.250 3.099 -0.844 -0.567
O 1.324 2.771 0.004 -0.201
C 2.602 2.007 -1.831 -0.159
C 3.565 2.208 -2.798 0.030
C 3.758 1.238 -3.768 -0.019
C 2.934 0.124 -3.761 -0.017
C 1.994 -0.011 -2.756 -0.121
N 1.862 0.881 -1.772 -0.057
H 4.118 3.136 -2.773 0.132
H 4.508 1.366 -4.536 0.120
H 3.003 -0.635 -4.528 0.120
H 1.302 -0.834 -2.738 0.077
C -2.145 5.092 0.090 -0.042
N -1.933 3.776 0.685 -0.013
C -0.930 3.322 1.427 -0.682
S -0.860 1.575 1.679 0.775
N -0.058 4.086 2.053 -0.002
C 0.081 5.537 2.102 -0.030
H -2.735 4.950 -0.812 0.095
H -1.197 5.537 -0.197 0.091
H -2.689 5.762 0.755 0.090
H -2.582 3.049 0.430 0.109
H 0.746 3.567 2.369 0.116
H -0.888 6.020 2.051 0.076
H 0.728 5.894 1.301 0.099
H 0.529 5.792 3.059 0.097
Cl 2.913 0.543 5.123 0.720
C 3.067 0.089 3.467 -0.638
C 4.032 -0.814 3.061 -0.061
C 4.093 -1.130 1.714 -0.025
C 3.186 -0.553 0.846 -0.122
N 2.240 0.304 1.245 -0.060
C 2.193 0.629 2.538 -0.182
H 4.713 -1.250 3.779 0.120
H 4.835 -1.819 1.338 0.119
H 3.222 -0.765 -0.212 0.086
H 1.409 1.308 2.844 0.049
```